Entry 1:
The following is a DFT calculation (ωB97M-V/def2-TZVPD) of a 7-piece molecular cluster, C37H28FO28PS overall at a distorted geometry.

Geometry as XYZ:
```
96
Properties=species:S:1:pos:R:3:forces:R:3
S 1.855356 -0.787997 -2.078988 -0.54 0.96 -1.22
P 0.310993 -2.259845 -1.851608 -0.08 -0.71 1.67
F 3.056866 -1.589778 -1.474309 0.12 -0.30 0.22
O 12.599600 5.201411 -2.302671 0.11 0.02 0.02
O 5.647209 2.883084 -6.959604 -0.05 -0.14 0.09
O -8.394837 -3.870690 3.792346 -0.29 0.07 -0.30
O -1.471422 -0.169635 -1.876180 -0.18 0.25 0.08
O -8.807348 -0.008909 7.372053 0.16 -0.01 0.08
O -12.578738 -4.889977 -3.183432 0.05 -0.18 -0.04
O 1.564652 0.278368 -1.186320 0.10 -0.13 0.58
O 9.172019 4.876649 0.873787 0.34 0.30 0.35
O -0.829637 0.706691 -2.819559 0.00 -0.17 -0.21
O 5.988513 3.853985 3.137613 -0.10 -0.03 0.01
O -11.643082 -4.247495 1.973365 0.02 0.08 0.01
O -12.807178 -2.272531 0.709368 0.06 -0.07 0.08
O -11.479006 -6.893708 -1.900947 -0.03 0.05 -0.09
O 6.223323 1.603694 -4.727821 -0.04 0.03 -0.09
O 3.585969 2.981679 2.547023 0.09 0.09 0.13
O -1.340568 -4.982929 1.685042 -0.01 0.03 -0.10
O 4.933886 1.506028 -1.702944 0.14 0.02 0.01
O -6.607082 -1.433839 7.379430 -0.06 0.07 0.03
O 9.311899 5.017229 -3.804314 -0.01 0.13 -0.09
O -10.573234 -2.397019 3.733190 0.16 0.02 0.03
O 8.690081 6.328672 -5.986770 0.05 -0.02 0.08
O -6.717845 -4.189468 1.080329 0.05 -0.05 0.10
O 7.375980 2.306795 -1.065940 -0.12 -0.14 -0.18
O 14.272036 5.544654 -0.308528 0.01 0.01 -0.17
O -5.755023 -5.086251 3.305064 0.06 -0.11 0.20
O -2.315846 -4.026808 -0.551679 0.15 -0.02 -0.02
O 2.218719 -0.485940 -3.420308 0.24 -0.25 -0.20
O 10.835238 5.294139 2.885325 -0.10 -0.03 -0.04
C -7.524198 -1.736608 6.472853 0.17 -0.15 -0.04
C -8.440120 -2.984435 4.625386 0.41 -0.02 0.27
C -9.808648 -1.118253 5.545988 0.02 0.10 0.11
C 10.340278 5.043738 0.561654 -0.10 -0.08 -0.54
C 10.792571 5.026461 -0.811391 -0.09 0.00 -0.03
C -3.152290 -4.267374 0.304223 -0.35 0.07 -0.14
C -12.399791 -4.696242 -1.996303 -0.15 0.38 0.08
C 6.809070 3.126570 1.061058 0.24 -0.14 -0.08
C -8.759002 -0.873821 6.517519 -0.34 0.04 -0.20
C 11.341630 5.274740 1.659187 0.17 0.05 0.15
C -11.848424 -4.456371 0.790012 0.11 -0.35 -0.10
C -7.381203 -2.727870 5.582232 0.01 -0.11 -0.11
C 5.820503 3.282032 1.949185 0.22 0.06 0.03
C -9.666140 -2.107956 4.652781 -0.17 0.15 0.02
C -12.763854 -3.472659 -1.305807 -0.02 -0.04 -0.16
C -4.573673 -4.063013 0.128851 0.15 0.04 -0.13
C 12.094814 5.201056 -1.077951 -0.19 -0.03 -0.04
C -4.908360 -4.876269 2.461139 0.28 -0.07 0.04
C -11.760526 -5.806843 -1.201412 0.09 -0.14 0.16
C 8.455267 4.486010 -4.489235 -0.15 -0.34 0.16
C 8.056493 5.185392 -5.762177 -0.09 0.08 -0.21
C -3.483806 -5.096456 2.629484 -0.15 -0.02 0.13
C 7.133116 4.679771 -6.590955 -0.10 -0.08 -0.06
C -1.293019 -1.443039 -2.391277 0.29 -0.33 -0.70
C 13.107843 5.411580 0.018512 -0.03 0.02 0.37
C -12.508582 -3.353898 0.004278 -0.11 0.17 -0.14
C 6.526942 2.493379 -0.210762 0.16 0.18 0.22
C 4.416186 2.814498 1.671577 -0.19 -0.17 -0.32
C -11.502703 -5.686266 0.108995 0.02 0.04 0.18
C 5.119057 2.049442 -0.507286 -0.26 -0.06 0.00
C 4.130268 2.201141 0.385765 -0.11 0.04 0.15
C 6.485720 3.420763 -6.261936 0.08 0.31 -0.19
C 6.871221 2.735498 -4.978708 0.07 -0.05 0.20
C -5.407763 -4.347631 1.141268 -0.12 0.12 -0.26
C -2.652877 -4.812745 1.617178 0.05 -0.08 0.21
C 12.643823 5.446390 1.396371 0.14 0.01 -0.07
C 7.797820 3.236853 -4.153067 0.23 0.09 0.14
H -1.061721 1.564584 -2.446058 0.04 0.10 0.16
H -2.065719 -2.073868 -1.957454 0.01 -0.07 0.21
H -1.414871 -1.476048 -3.472871 0.01 0.25 -0.09
H -0.976979 -4.692853 0.826123 0.00 0.04 -0.01
H 9.301390 6.451664 -5.234811 0.02 -0.01 0.02
H 13.376963 5.612370 2.172681 -0.01 -0.01 0.02
H 6.841181 5.173417 -7.506819 0.02 0.02 0.00
H 5.605139 1.464941 -5.471405 -0.03 0.00 0.00
H 13.560400 5.343471 -2.198525 0.03 0.00 0.01
H -3.137719 -5.487517 3.575550 0.04 0.01 -0.01
H -6.502008 -3.355767 5.541042 0.00 -0.01 0.02
H 3.116094 1.882174 0.186296 0.02 -0.04 -0.03
H -10.234457 -3.162580 3.226671 -0.16 -0.10 0.00
H -7.073307 -4.455195 1.957500 -0.04 0.06 0.06
H 8.073123 2.744716 -3.230522 0.00 0.02 0.01
H -11.765680 -6.709560 -2.817154 -0.01 0.02 -0.02
H -13.234444 -2.687956 -1.880596 0.00 0.02 0.02
H 10.051436 4.871765 -1.583302 0.06 -0.01 -0.06
H 5.113152 3.830262 3.570261 -0.04 -0.01 0.01
H 0.623916 -3.158652 -2.887204 0.03 0.39 -0.45
H 7.828885 3.461485 1.217930 -0.40 -0.11 0.10
H 5.798817 1.507085 -2.155898 -0.02 -0.02 -0.05
H -6.968727 -0.683881 7.891001 -0.02 0.02 0.01
H 9.874956 5.145289 2.789967 -0.02 0.00 -0.01
H -4.920031 -3.682611 -0.821663 -0.03 0.01 0.01
H -12.512476 -2.445577 1.625295 0.01 0.01 0.02
H -10.683143 -0.484139 5.576921 -0.02 -0.02 -0.02
H -11.043309 -6.474844 0.687803 0.01 -0.01 -0.02
```
Forces are in eV/Å.

As for the total charge: 0. The HOMO energy is -9.30 eV. For the total energy, the calculation gives -4372.7247 Eh. The calculation puts the energy above the lowest of the compared OMol25 structures with the same formula, charge and spin at 0.0 kcal per mole. The strongest force on any atom comes out at 1.8 eV/Å.

Results of the Löwdin charge analysis, in e, for atoms 1 through 2: S 0.38; P 0.89


Entry 2:
The following is a DFT calculation (ωB97M-V/def2-TZVPD) of a 2-piece molecular cluster, C5H11NO6 overall at a distorted geometry.

Geometry as XYZ:
```
23
Properties=species:S:1:pos:R:3:forces:R:3
O 2.294017 -1.267063 -3.357729 -0.39 -0.55 1.44
O 1.943875 -1.772787 -1.249191 -0.96 3.02 -1.18
O 3.014710 -3.325283 -3.645729 -0.04 2.59 0.76
O 4.414469 -1.741232 -3.050580 -2.60 -0.26 -0.44
O 1.421873 -0.572822 -1.001657 0.61 -2.96 0.38
O 1.013544 1.176765 0.785254 0.52 -0.55 -0.64
N 3.250157 -2.130035 -3.337819 3.06 -2.46 -0.79
C -1.122604 1.966850 2.122083 0.10 0.13 0.16
C -2.568101 0.183537 1.032741 -0.01 0.01 -0.08
C -1.157443 0.619968 1.423712 -0.18 -0.83 0.00
C -0.188481 0.639156 0.242552 -0.09 1.19 0.04
C 0.064798 -0.697951 -0.450611 -0.54 0.04 0.25
H -0.788537 -0.144025 2.125080 0.11 0.15 -0.04
H -0.607128 -0.875759 -1.305208 0.24 0.00 0.33
H -0.161716 2.099834 2.629046 -0.28 0.13 -0.14
H -0.006670 -1.513882 0.286141 0.50 0.08 -0.49
H -2.981757 0.803253 0.223901 0.06 -0.15 0.18
H -2.558521 -0.867706 0.715944 -0.18 0.20 -0.05
H 1.727834 1.003903 0.147945 -0.19 0.39 0.46
H -1.257237 2.778085 1.400133 -0.01 0.01 0.10
H -3.232273 0.265509 1.904581 0.14 -0.06 -0.30
H -0.592783 1.347251 -0.503683 0.12 -0.11 0.07
H -1.922017 2.024425 2.863090 0.03 0.02 -0.03
```
Forces are in eV/Å.

As for the total charge: 0. The HOMO energy (alpha / beta) is -9.89 / -10.49 eV. For the total energy, the calculation gives -702.8956 Eh. The calculation puts the energy above the lowest of the compared OMol25 structures with the same formula, charge and spin at 48.6 kcal per mole. The strongest force on any atom comes out at 4.0 eV/Å.

Results of the natural (NBO) charge analysis, in e, for atoms 1 through 2: O -0.28; O 0.07